{"formula": "C5H11N2OS", "method": "ωB97M-V/def2-TZVPD", "species": ["C", "C", "C", "C", "C", "N", "N", "O", "S", "H", "H", "H", "H", "H", "H", "H", "H", "H", "H", "H"], "positions_angstrom": [[0.4832, -1.3480, -1.4795], [0.2201, 0.2978, 0.2152], [-0.2974, -2.1453, -2.4005], [0.7150, 0.6946, 3.6079], [-1.1919, 2.0362, -1.4851], [-0.1352, -0.5912, -0.6883], [0.8513, -0.1316, 1.3813], [1.2427, 0.8165, 2.2860], [-0.1523, 1.9570, -0.0031], [1.5404, -1.4706, -1.4348], [-0.6170, -1.5505, -3.2481], [-1.2720, -2.5032, -2.0135], [0.3440, -3.0214, -2.7363], [0.6727, -0.3918, 3.9246], [-0.3805, 1.0138, 3.6547], [1.4165, 1.1064, 4.4369], [-1.9273, 1.2149, -1.5850], [-0.7100, 2.3245, -2.4421], [-1.9355, 2.8719, -1.4797], [1.1332, -1.1801, 1.4895]], "fmax_ev_per_a": 3.09, "homo_ev": -13.8, "orbital_gap_ev": 9.68, "charge": 1, "e_above_lowest_kj_mol": 336.2, "multiplicity": 1, "mol_weight_g_mol": 147.22}

---

{"formula": "C5H11N2OS", "method": "ωB97M-V/def2-TZVPD", "species": ["C", "N", "C", "C", "N", "C", "O", "C", "S", "H", "H", "H", "H", "H", "H", "H", "H", "H", "H", "H"], "positions_angstrom": [[0.2967, 1.0882, -1.8148], [-0.3334, 0.5124, -0.7036], [-1.7641, 0.2028, -1.0599], [0.2422, -0.7982, -0.2401], [-0.5159, -0.8536, 1.2855], [0.3864, -0.6437, 2.3205], [0.0644, -0.6026, 3.4536], [1.7777, -0.2017, 1.7423], [1.9704, -0.9702, 0.0975], [-0.3019, 1.8839, -1.8898], [1.2954, 1.4951, -1.6740], [0.3674, 0.3981, -2.6179], [-0.3005, 1.1445, 0.0541], [-1.7045, -0.6052, -1.8374], [-2.3408, -0.1833, -0.2529], [-2.2483, 1.1705, -1.3925], [-0.0005, -1.6280, -0.8491], [-1.2880, -1.5595, 1.3048], [1.9128, 0.8513, 1.6776], [2.4844, -0.7008, 2.3963]], "fmax_ev_per_a": 5.38, "homo_ev": -13.6, "orbital_gap_ev": 10.43, "charge": 1, "e_above_lowest_kj_mol": 173.3, "multiplicity": 1, "mol_weight_g_mol": 147.22}

---

{"formula": "C5H11N2S", "method": "ωB97M-V/def2-TZVPD", "species": ["C", "C", "C", "C", "C", "N", "N", "S", "H", "H", "H", "H", "H", "H", "H", "H", "H", "H", "H"], "positions_angstrom": [[0.3639, -0.3667, 3.1355], [0.3059, 1.5380, -2.7617], [-0.3205, -0.1529, 2.0133], [-1.7355, -1.3673, 0.3394], [0.4947, -0.2603, -0.0922], [1.4362, 2.1740, -2.6544], [-0.4102, -0.9997, 0.8442], [1.7266, -1.1674, -0.7172], [0.3290, 0.3298, 3.9415], [1.0639, -1.2750, 3.1016], [-0.3781, 1.7995, -3.6011], [0.3919, 0.6510, -2.1241], [-0.8806, 0.8137, 1.9074], [-2.3939, -0.5289, 0.0914], [-1.5617, -2.1416, -0.5813], [-2.3411, -1.9151, 1.1603], [2.0419, 1.8649, -1.9686], [0.0474, -1.8733, 1.2154], [1.8204, 2.8774, -3.2494]], "fmax_ev_per_a": 3.70, "homo_ev": -11.0, "orbital_gap_ev": 6.10, "charge": 1, "e_above_lowest_kj_mol": 560.0, "multiplicity": 1, "mol_weight_g_mol": 131.22}

---

{"formula": "C5H11N2S", "method": "ωB97M-V/def2-TZVPD", "species": ["C", "S", "C", "C", "C", "N", "C", "N", "H", "H", "H", "H", "H", "H", "H", "H", "H", "H", "H"], "positions_angstrom": [[-2.8038, 0.4581, 0.4215], [-1.3914, 0.9701, -0.7303], [-0.1481, 0.1067, 0.2836], [-0.0221, -1.4314, 0.0149], [1.3910, -1.5193, -0.7104], [2.0158, -0.2695, -0.3363], [1.2070, 0.6691, 0.0724], [1.4551, 1.9497, 0.2613], [-3.7871, 0.4759, -0.1376], [-2.7928, 1.3848, 1.0314], [-2.8566, -0.3550, 0.9862], [-0.5432, 0.3184, 1.2718], [-0.7056, -1.6965, -0.6624], [-0.0619, -1.9127, 1.0696], [1.9840, -2.3842, -0.4437], [1.2432, -1.5771, -1.8288], [3.0234, -0.0409, -0.4055], [0.7009, 2.6517, 0.3461], [2.0922, 2.2020, -0.5039]], "fmax_ev_per_a": 6.91, "homo_ev": -12.8, "orbital_gap_ev": 9.14, "charge": 1, "e_above_lowest_kj_mol": 114.3, "multiplicity": 1, "mol_weight_g_mol": 131.22}

---

{"formula": "C5H11N2S2", "method": "ωB97M-V/def2-TZVPD", "species": ["C", "C", "C", "C", "C", "N", "N", "S", "S", "H", "H", "H", "H", "H", "H", "H", "H", "H", "H", "H"], "positions_angstrom": [[-2.0339, -0.0099, -0.4961], [-0.5275, -0.2032, 1.5546], [0.1839, 0.2637, 0.1391], [1.1666, 1.3923, 0.2357], [2.3950, -1.5894, -0.0487], [-0.9438, 0.6715, -0.6885], [-3.0664, 0.1866, -1.3413], [-2.1423, -0.9335, 0.9911], [0.8171, -1.2295, -0.8976], [0.2073, -0.9129, 2.1608], [-0.6918, 0.7013, 2.2216], [1.3842, 1.7369, -0.7740], [2.0889, 1.0787, 0.7161], [0.6281, 2.1804, 0.9081], [2.6398, -0.7264, 0.5001], [3.0984, -1.9091, -0.9133], [2.2082, -2.2695, 0.7052], [-0.6245, 1.2561, -1.5527], [-2.9267, 0.7607, -2.1274], [-3.8607, -0.4449, -1.2929]], "fmax_ev_per_a": 6.37, "homo_ev": [-8.3, -13.2], "orbital_gap_ev": [5.17, 5.99], "charge": 1, "e_above_lowest_kj_mol": 86.0, "multiplicity": 3, "mol_weight_g_mol": 163.29}

---

{"formula": "C5H11N3", "method": "ωB97M-V/def2-TZVPD", "species": ["H", "N", "C", "N", "N", "C", "C", "C", "C", "H", "H", "H", "H", "H", "H", "H", "H", "H", "H"], "positions_angstrom": [[3.1508, -1.4073, 0.2907], [2.6958, -0.5134, 0.0429], [1.4371, -0.7742, 0.0915], [0.4998, 0.1930, -0.1739], [1.0489, 1.4345, -0.5473], [-0.9122, 0.0137, 0.1574], [-1.1543, 0.3813, 1.5496], [-1.8480, 0.2584, -1.0003], [-1.7082, -1.1306, -0.3863], [1.0923, -1.7777, 0.2615], [0.6672, 2.0993, 0.1639], [2.0423, 1.3178, -0.5290], [-0.3523, 0.0046, 2.1618], [-0.9940, 1.4844, 1.6257], [-2.1233, 0.0824, 1.9454], [-1.4482, 0.3763, -2.0236], [-2.7932, 0.7923, -0.7695], [-2.6788, -1.3560, 0.1427], [-1.1605, -1.9061, -0.9920]], "fmax_ev_per_a": 3.15, "homo_ev": -7.9, "orbital_gap_ev": 8.81, "e_above_lowest_kj_mol": 263.3, "multiplicity": 1, "mol_weight_g_mol": 113.16}